1.
DFT (ωB97M-V/def2-TZVPD) results for a cluster of 5 separate species, C2H14O5 in total at a distorted geometry.

Results
charge	0
Kohn-Sham gap	11.005	eV
HOMO energy	-10.640	eV

Last column: natural (NBO) charge in e.
Element x y z (Å)
C: 0.169 -1.583 1.781  -0.059
O: -1.198 -1.208 1.972  -0.739
C: 0.985 -0.483 1.171  -0.637
H: 0.441 -1.824 2.805  0.157
H: 0.149 -2.494 1.203  0.176
H: -1.341 -0.981 2.893  0.466
H: 0.664 0.470 1.560  0.191
H: 2.054 -0.623 1.331  0.228
H: 0.850 -0.578 0.115  0.227
H: -0.862 0.971 1.675  0.476
H: -1.977 1.904 2.064  0.469
O: -1.374 1.727 1.335  -0.956
H: 0.000 -1.535 -2.609  0.468
H: -0.549 -0.106 -2.554  0.497
O: 0.273 -0.615 -2.676  -0.968
H: -2.511 1.618 -2.161  0.470
H: -1.575 1.960 -0.986  0.498
O: -1.606 1.860 -1.946  -0.965
H: 1.918 0.857 -1.897  0.477
H: 2.703 -0.104 -2.739  0.470
O: 2.786 0.766 -2.336  -0.946

---

2.
DFT (ωB97M-V/def2-TZVPD) results for a cluster of 6 separate species, C2H14O6 in total at a distorted geometry.

Results
charge	0
Kohn-Sham gap	10.808	eV
HOMO energy	-10.359	eV

Last column: natural (NBO) charge in e.
Element x y z (Å)
O: -0.174 -1.877 0.579  -0.582
C: -1.339 -2.096 0.606  0.490
C: -2.244 -0.884 0.134  -0.728
H: -1.899 -2.898 0.963  0.124
H: -3.027 -1.261 -0.410  0.206
H: -1.752 -0.292 -0.630  0.236
H: -2.627 -0.327 0.987  0.254
H: -0.091 0.694 1.038  0.462
H: -0.862 2.020 1.386  0.498
O: -0.531 1.178 1.696  -0.976
H: 1.710 0.942 -0.804  0.480
H: 1.062 0.778 -2.151  0.478
O: 1.371 1.357 -1.560  -0.967
H: 0.789 2.812 -0.023  0.505
H: 0.429 3.647 1.306  0.477
O: 0.101 3.292 0.494  -0.970
H: 0.402 -2.311 -1.704  0.466
H: 0.969 -1.034 -0.919  0.490
O: 0.660 -1.468 -1.791  -0.977
H: 1.769 -0.988 0.725  0.492
H: 2.917 -0.903 -0.275  0.491
O: 2.367 -0.381 0.353  -0.948

---

3.
DFT (ωB97M-V/def2-TZVPD) results for a structure of composition C2H14O7V at a distorted geometry.

Results
charge	0
⟨S²⟩	3.760
Kohn-Sham gap (alpha / beta)	2.614 / 2.602	eV
2S+1	4
HOMO energy (alpha / beta)	-3.836 / -3.833	eV

Last column: natural (NBO) charge in e.
Element x y z (Å)
V: 0.147 0.335 0.796  1.262
O: -0.933 -0.680 -0.672  -0.932
C: -0.470 -0.527 -1.953  -0.033
C: -1.309 -1.466 -2.752  -0.085
O: -1.419 -0.938 -4.032  -0.976
H: 0.612 -0.690 -1.792  0.045
H: -0.609 0.544 -2.153  0.113
H: -2.347 -1.648 -2.430  0.122
H: -0.899 -2.432 -2.806  0.100
O: -1.299 -0.422 2.353  -0.937
H: -2.060 -0.901 2.002  0.523
H: -1.142 -0.773 3.234  0.494
O: -0.788 2.381 0.818  -0.926
H: -0.348 3.209 0.566  0.499
H: -1.695 2.553 0.906  0.509
O: 1.381 -1.635 0.923  -0.946
H: 1.548 -2.442 1.424  0.499
H: 1.412 -1.982 -0.001  0.514
O: 1.501 1.046 2.453  -0.925
H: 1.502 0.892 3.381  0.494
H: 2.143 1.782 2.367  0.503
O: 1.706 1.244 -0.500  -0.946
H: 1.200 1.896 -1.059  0.513
H: 2.177 0.644 -1.062  0.516

---

Here are the calculated total energy numbers, same order: -460.76799 -535.96913 -1555.11657 (a.u.).
Here are the calculated energy relative to the best compared isomer or geometry (same formula, charge and spin) numbers, same order: 1.022 1.539 4.571 (eV).